Version i
An isolated molecule of C2H3N3OS2, computed with ωB97M-V with the def2-TZVPD basis set.

Output
SMILES ... Nn1oc(S)nc1=S
Net charge ... 0
HOMO energy ... -8.73 eV

Last column: natural (NBO) charge in e.
CARTESIAN COORDINATES (ANGSTROEM)
1 N -1.62 1.81 0.25  -0.653
2 N -0.78 0.86 -0.38  0.007
3 O 0.57 1.08 -0.11  -0.319
4 C 1.18 -0.13 -0.07  0.395
5 S 2.95 -0.11 0.18  0.063
6 N 0.32 -1.11 -0.19  -0.501
7 C -0.91 -0.44 -0.26  0.148
8 S -2.35 -1.03 0.14  -0.140
9 H -2.30 1.20 0.83  0.403
10 H -2.00 2.47 -0.49  0.392
11 H 3.00 -1.49 -0.45  0.206

***

Version ii
A structure of composition C2H3N3OS2, computed with ωB97M-V with the def2-TZVPD basis set.

Output
Net charge ... 0
HOMO energy ... -9.03 eV

Last column: natural (NBO) charge in e.
CARTESIAN COORDINATES (ANGSTROEM)
1 C 1.10 -0.12 0.07  0.281
2 C -0.65 1.06 -0.08  0.625
3 H 3.00 0.46 -1.35  0.173
4 H -2.46 -0.55 1.50  0.125
5 H -2.22 2.22 -0.48  0.370
6 N 0.24 -1.04 -0.26  -0.253
7 N -0.87 -0.31 -0.36  -0.424
8 N -1.24 2.17 0.03  -0.709
9 O 0.68 1.13 0.19  -0.429
10 S 2.82 -0.41 0.12  0.038
11 S -2.40 -1.00 0.06  0.204

***

Version iii
An isolated molecule of C2H3N3OS2, computed with ωB97M-V with the def2-TZVPD basis set.

Output
SMILES ... [H]/N=c1\[nH]c(=S)on1S
Net charge ... 0
HOMO energy ... -9.17 eV

Last column: natural (NBO) charge in e.
CARTESIAN COORDINATES (ANGSTROEM)
1 H -2.55 0.68 -1.71  0.349
2 N -2.17 0.99 -0.83  -0.691
3 C -1.15 0.34 -0.53  0.532
4 N -0.45 -0.69 -1.12  -0.626
5 C 0.67 -1.02 -0.39  0.353
6 S 1.78 -2.18 -0.69  -0.121
7 O 0.67 -0.24 0.67  -0.311
8 N -0.49 0.55 0.69  -0.311
9 S -0.32 2.09 1.32  0.267
10 H -0.69 -1.10 -2.03  0.444
11 H -0.76 1.92 2.56  0.114

***

Comparing the structures above, version iii comes out on top by 33.5 kcal/mol.